{"formula": "C5H10O2", "method": "wB97M-V/def2-TZVPD", "symbols": ["O", "C", "C", "C", "C", "O", "C", "H", "H", "H", "H", "H", "H", "H", "H", "H", "H"], "coordinates": [[2.05905, -0.27288, 0.98253], [1.38910, -0.74377, -0.16957], [0.05824, -1.33277, 0.28612], [-0.42443, 2.11730, 0.48244], [-1.62722, 1.75053, 0.05161], [-1.99125, -1.26663, -0.98005], [-0.83989, -1.62159, -0.88893], [2.85975, 0.18355, 0.69633], [1.20331, 0.07362, -0.88330], [1.98226, -1.51548, -0.68600], [-0.44611, -0.64316, 0.96684], [0.18793, 1.48323, 1.12221], [0.00819, 3.07458, 0.20147], [-2.21783, 2.39218, -0.59815], [-2.07366, 0.79137, 0.30137], [-0.37011, -2.20090, -1.71438], [0.24269, -2.26916, 0.82948]], "atomic_forces_ev_per_a": [[0.3, 0.1, 0.0], [-0.2, -0.2, -0.3], [-0.1, 0.0, 0.1], [-0.1, 0.0, -0.1], [0.1, 0.1, 0.0], [0.5, -0.3, 0.1], [-0.3, 0.0, 0.0], [-0.1, -0.1, 0.1], [0.0, -0.1, 0.2], [-0.1, 0.1, 0.1], [0.1, -0.1, -0.1], [-0.1, 0.1, -0.1], [-0.1, -0.1, 0.0], [0.1, 0.0, 0.1], [0.1, 0.2, 0.0], [-0.1, 0.1, 0.0], [0.0, 0.1, -0.1]], "gap_ev": 10.663, "smiles": "O=CCCO.C=C", "lumo_ev": 0.8, "total_charge": 0}